C37H94N4O17 | ωB97M-V/def2-TZVPD

Last column: Mulliken charge in e.
Geometry (Å):
C: -0.778 6.394 -0.322  -1.6320
C: -1.514 5.072 -0.157  1.9664
C: -1.361 4.707 1.368  -1.3332
C: -2.974 5.286 -0.498  -0.9350
C: -3.215 5.243 -1.997  -0.9866
C: -2.578 3.998 -2.638  -0.5011
C: -1.048 3.892 -2.320  1.6884
C: -0.515 2.536 -2.821  -1.9800
C: -0.274 4.946 -3.148  -1.8961
N: -0.910 3.932 -0.866  1.0678
O: 0.494 3.958 -0.666  -0.6364
H: -1.141 7.213 0.354  0.4452
H: 0.330 6.255 -0.250  0.2641
H: -0.974 6.791 -1.365  0.3003
H: -0.401 4.993 1.809  0.3147
H: -2.147 5.016 2.042  0.4949
H: -1.296 3.602 1.322  -0.4515
H: -3.673 4.545 -0.071  -0.0750
H: -3.367 6.280 -0.228  0.5328
H: -4.243 5.342 -2.307  0.4971
H: -2.648 6.094 -2.439  0.3178
H: -2.760 4.040 -3.748  0.4541
H: -2.960 3.060 -2.204  -0.2671
H: -0.963 1.693 -2.300  -0.4435
H: 0.544 2.519 -2.595  0.5373
H: -0.631 2.371 -3.874  0.7795
H: -0.189 4.557 -4.149  0.5781
H: 0.633 5.090 -2.616  0.4342
H: -0.810 5.929 -3.188  0.2603
H: 0.644 3.223 -0.033  0.2831
C: 4.169 1.865 -1.048  -0.8846
O: 2.900 1.290 -1.396  -0.0485
C: 2.975 0.561 -2.652  -1.2283
C: 1.883 -0.480 -2.770  0.0796
N: 1.983 -1.617 -1.859  -0.0605
C: 0.803 -2.484 -1.823  0.6339
C: 1.092 -3.537 -0.744  -0.8329
O: 1.150 -2.934 0.528  0.3092
C: 0.842 -3.923 1.469  -0.8749
H: 4.465 2.657 -1.770  0.2637
H: 4.891 1.085 -1.054  0.1744
H: 4.224 2.241 -0.058  0.3045
H: 3.996 0.170 -2.796  0.4645
H: 2.774 1.290 -3.452  0.4254
H: 2.073 -0.829 -3.774  0.4011
H: 0.909 0.006 -2.724  -0.0857
H: 2.150 -1.330 -0.894  -0.1014
H: 0.591 -3.007 -2.761  0.2574
H: -0.135 -2.023 -1.604  -0.5867
H: 1.976 -4.131 -1.000  0.2720
H: 0.229 -4.246 -0.731  0.1118
H: 0.515 -3.485 2.422  0.2168
H: 1.774 -4.526 1.611  0.2915
H: 0.058 -4.618 1.149  0.1915
C: 4.474 -2.775 2.711  -0.5769
O: 5.197 -3.033 1.554  -0.4276
C: 4.631 -2.243 0.483  -0.3288
C: 5.547 -2.374 -0.744  -0.6299
N: 6.830 -1.667 -0.553  -0.2587
C: 7.641 -1.504 -1.779  -0.4886
C: 8.216 -2.794 -2.324  -0.2962
O: 8.912 -2.525 -3.520  -0.3771
C: 10.344 -2.383 -3.419  -0.6584
H: 4.943 -3.440 3.446  0.3573
H: 3.411 -3.014 2.685  0.1490
H: 4.665 -1.754 3.055  0.2753
H: 4.646 -1.252 0.872  0.4320
H: 3.658 -2.594 0.172  0.0920
H: 5.111 -1.836 -1.647  0.2482
H: 5.622 -3.433 -0.957  0.4059
H: 7.397 -2.117 0.227  0.2786
H: 8.396 -0.721 -1.560  0.3329
H: 6.956 -1.096 -2.519  0.1319
H: 7.580 -3.660 -2.598  0.2385
H: 8.896 -3.257 -1.619  0.3439
H: 10.720 -3.335 -3.042  0.3059
H: 10.658 -1.555 -2.768  0.2635
H: 10.746 -2.263 -4.444  0.2430
C: -1.424 -3.868 -4.717  -0.9692
O: -1.633 -4.250 -3.405  -0.0229
C: -2.529 -5.370 -3.142  -0.7114
C: -2.604 -5.540 -1.645  -0.5582
N: -2.980 -4.393 -0.848  0.1096
C: -3.057 -4.585 0.566  -1.0341
C: -3.208 -3.353 1.454  0.1558
O: -4.461 -2.738 1.133  -0.4569
C: -4.468 -1.472 1.663  -0.2057
H: -0.502 -3.322 -4.811  0.2299
H: -2.269 -3.310 -5.073  0.3246
H: -1.344 -4.713 -5.407  0.3711
H: -2.140 -6.230 -3.713  0.3620
H: -3.522 -5.096 -3.555  0.3766
H: -1.650 -5.858 -1.261  0.3295
H: -3.331 -6.395 -1.513  0.3665
H: -2.384 -3.606 -1.107  -0.2542
H: -2.243 -5.152 1.015  0.3877
H: -4.031 -5.126 0.754  0.3638
H: -2.402 -2.670 1.311  -0.2281
H: -3.228 -3.571 2.500  0.5749
H: -4.324 -1.457 2.753  0.4026
H: -5.465 -0.989 1.432  0.1406
H: -3.578 -0.847 1.303  -0.3992
O: -2.100 1.546 0.188  -0.0410
C: -1.296 0.901 1.183  0.6883
C: 0.098 0.495 0.851  0.7979
O: 0.890 1.615 0.639  0.1870
H: -1.685 2.340 -0.203  -0.4088
H: -1.339 1.511 2.098  0.7568
H: -1.855 -0.008 1.427  -0.8534
H: 0.075 -0.177 -0.023  -1.2574
H: 0.366 -0.110 1.705  0.1193
H: 1.689 1.351 0.156  0.0379
O: -0.092 1.032 4.206  -0.2435
C: 1.294 0.792 4.474  -0.4122
C: 2.279 1.852 4.099  -0.0641
O: 2.274 3.022 4.929  -0.6206
H: -0.567 1.435 4.945  0.2239
H: 1.368 0.407 5.477  0.5882
H: 1.607 -0.123 3.881  0.0348
H: 2.066 2.095 3.074  -0.1454
H: 3.267 1.415 4.132  0.3311
H: 1.897 3.783 4.520  0.3551
O: -2.791 -1.073 -3.872  -0.5802
C: -3.632 -0.179 -3.155  -0.6770
C: -3.746 -0.628 -1.702  -0.5715
O: -2.431 -0.883 -1.154  1.2945
H: -2.009 -1.140 -3.342  0.1782
H: -3.252 0.831 -3.207  0.2266
H: -4.654 -0.231 -3.558  0.4525
H: -4.275 -1.589 -1.626  0.3265
H: -4.313 0.110 -1.109  0.2145
H: -2.045 -0.065 -0.750  -0.4902
O: -2.728 1.758 5.639  -0.6383
C: -3.485 0.609 5.886  -0.4162
C: -2.686 -0.764 5.611  -0.5834
O: -2.110 -0.851 4.299  -0.2321
H: -2.980 2.163 4.790  0.4546
H: -3.756 0.501 6.957  0.4050
H: -4.461 0.644 5.418  0.1944
H: -3.282 -1.692 5.847  0.3616
H: -1.894 -0.829 6.369  0.4006
H: -1.347 -0.308 4.280  0.2271
O: -6.645 3.004 3.167  -0.5993
C: -5.990 2.153 2.208  -0.5283
C: -4.757 1.689 2.819  1.5746
O: -4.010 2.878 3.220  -0.8843
H: -5.985 3.492 3.622  0.3424
H: -6.671 1.320 2.062  0.2984
H: -5.845 2.649 1.224  0.2721
H: -4.111 1.059 2.185  -0.8596
H: -5.045 1.136 3.738  0.0534
H: -3.281 3.034 2.612  0.2259

Forces on atoms 1 to 6 (eV/Å):
C 0.6 1.4 -1.9
C 0.3 1.2 2.6
C 0.6 -1.6 -0.8
C -1.8 -0.3 -0.9
C 1.9 -0.1 -1.1
C 0.3 -0.2 0.0

Calculated values
- LUMO energy: 0.5 eV

---

C37H96N4O13 | ωB97M-V/def2-TZVPD

Last column: Mulliken charge in e.
Geometry (Å):
C: -11.721 28.435 1.925  -0.9281
O: -11.405 28.967 3.194  -0.0839
C: -10.181 28.483 3.712  -0.3265
C: -9.863 29.247 5.003  -1.2898
N: -10.649 28.962 6.196  -0.1354
C: -10.552 27.550 6.637  -0.3281
C: -11.360 27.273 7.934  -0.0616
O: -10.927 28.129 8.983  -0.4206
C: -9.642 27.781 9.557  -0.6913
H: -11.147 28.873 1.108  0.2750
H: -12.779 28.644 1.765  0.1641
H: -11.546 27.358 1.938  0.3825
H: -9.372 28.603 2.989  0.4921
H: -10.229 27.409 3.898  0.1436
H: -10.050 30.308 4.834  0.3832
H: -8.831 29.120 5.331  0.4839
H: -11.611 29.240 6.059  0.2696
H: -9.528 27.176 6.695  0.6177
H: -10.933 26.891 5.854  0.1094
H: -11.311 26.236 8.272  0.3182
H: -12.399 27.526 7.727  -0.2642
H: -9.382 28.468 10.362  0.2720
H: -8.848 27.690 8.815  0.2568
H: -9.780 26.807 10.030  0.2973
C: -15.527 28.707 7.347  -0.7356
O: -16.723 28.676 6.574  -0.2916
C: -17.454 27.444 6.606  -0.6912
C: -18.646 27.496 5.603  0.1071
N: -19.634 28.487 6.023  -0.2817
C: -20.595 27.947 6.932  -0.7816
C: -21.234 29.086 7.752  -0.6728
O: -20.254 29.514 8.695  -0.3110
C: -20.531 30.769 9.352  -0.7991
H: -15.773 28.590 8.404  0.3935
H: -15.115 29.716 7.331  0.2264
H: -14.754 28.038 6.968  0.0849
H: -17.829 27.315 7.623  0.5503
H: -16.856 26.552 6.414  0.4102
H: -18.964 26.458 5.511  0.3918
H: -18.214 27.802 4.649  -0.7178
H: -19.132 29.174 6.571  0.2755
H: -20.106 27.288 7.653  0.3461
H: -21.326 27.338 6.399  0.4262
H: -22.089 28.707 8.313  0.4501
H: -21.536 29.968 7.186  0.3627
H: -19.796 31.014 10.119  0.2622
H: -21.508 30.802 9.837  0.3223
H: -20.486 31.627 8.680  0.3154
C: -16.563 31.305 0.454  -0.5217
O: -15.259 31.147 -0.069  -0.3751
C: -15.115 30.036 -0.934  -0.2077
C: -13.667 30.115 -1.499  -0.8786
N: -13.640 31.014 -2.674  -0.3183
C: -12.308 31.447 -3.129  -0.6442
C: -12.398 32.429 -4.280  -0.6558
O: -12.690 33.718 -3.768  -0.2908
C: -12.961 34.701 -4.724  -0.7778
H: -16.672 32.302 0.881  0.3646
H: -16.657 30.549 1.234  -0.1512
H: -17.268 31.231 -0.375  0.5072
H: -15.837 29.906 -1.741  0.4389
H: -15.108 29.091 -0.387  0.1045
H: -13.317 29.135 -1.823  0.4053
H: -13.050 30.458 -0.666  0.2911
H: -14.127 31.843 -2.359  0.2961
H: -11.740 30.589 -3.489  0.3728
H: -11.747 31.876 -2.297  0.3425
H: -13.089 32.102 -5.059  0.3616
H: -11.486 32.512 -4.874  0.4713
H: -13.253 35.569 -4.133  0.2514
H: -13.746 34.461 -5.441  0.3061
H: -12.020 35.026 -5.172  0.3026
C: -7.128 21.977 3.944  -0.7733
O: -8.316 22.688 4.043  -0.2790
C: -8.359 23.591 5.141  -0.9695
C: -9.781 24.021 5.477  0.3581
N: -10.499 22.848 5.990  -0.4315
C: -11.830 23.227 6.443  -1.0218
C: -12.719 23.880 5.337  -0.5552
O: -12.963 25.243 5.609  -0.0812
C: -14.018 25.725 4.800  -0.5180
H: -6.334 22.552 3.463  0.2829
H: -7.339 21.069 3.379  0.2422
H: -6.710 21.679 4.906  0.3356
H: -7.747 24.481 4.979  0.4226
H: -7.922 23.182 6.053  0.4116
H: -10.202 24.419 4.552  0.1502
H: -9.734 24.774 6.264  -0.0667
H: -10.623 22.258 5.178  0.2879
H: -11.847 23.856 7.333  0.3325
H: -12.313 22.288 6.716  0.3415
H: -13.640 23.314 5.177  0.5386
H: -12.268 23.785 4.346  0.3879
H: -14.929 25.194 5.081  0.3674
H: -13.833 25.450 3.761  0.3400
H: -14.200 26.779 5.007  -0.1685
C: -14.379 23.840 -0.604  -1.5167
C: -13.919 25.172 0.000  0.5309
C: -13.083 25.994 -0.942  -0.7434
O: -15.008 25.929 0.395  -0.2729
H: -14.813 23.954 -1.598  0.2505
H: -15.161 23.406 0.019  0.3520
H: -13.556 23.128 -0.667  0.4309
H: -13.261 25.046 0.861  0.2245
H: -12.518 26.764 -0.418  -0.0698
H: -13.746 26.424 -1.694  0.0824
H: -12.346 25.399 -1.484  0.5100
H: -15.628 26.019 -0.337  0.0274
C: -19.674 29.283 2.215  -0.7475
C: -19.793 30.637 2.932  1.2079
C: -20.545 31.668 2.060  -1.5387
O: -20.454 30.388 4.136  -0.6102
H: -20.636 28.799 2.043  0.4817
H: -18.960 28.685 2.781  -0.1119
H: -19.359 29.390 1.176  0.1445
H: -18.820 31.032 3.230  -0.1707
H: -20.745 32.668 2.445  0.4075
H: -21.456 31.266 1.613  0.3734
H: -19.963 31.859 1.156  0.3044
H: -19.996 29.774 4.722  0.5295
C: -12.580 31.858 4.559  -1.3979
C: -13.844 31.027 4.764  -0.0310
C: -14.646 30.937 3.439  -0.2475
O: -13.339 29.761 5.134  0.2243
H: -12.033 32.037 5.486  0.3855
H: -12.804 32.891 4.289  0.5317
H: -11.877 31.369 3.885  0.0410
H: -14.440 31.407 5.594  0.4611
H: -14.596 31.863 2.866  0.5149
H: -15.698 30.777 3.675  -0.0033
H: -14.256 30.160 2.782  -0.2492
H: -12.793 29.369 4.445  -0.1169
C: -18.624 26.963 -3.174  -1.5403
C: -17.725 27.155 -1.924  1.0281
C: -18.506 26.913 -0.640  -0.8148
O: -16.657 26.254 -1.988  -0.5088
H: -19.425 27.698 -3.082  0.3878
H: -19.159 26.014 -3.233  0.3769
H: -18.108 27.025 -4.132  0.4394
H: -17.360 28.182 -1.982  -0.3351
H: -19.257 27.695 -0.532  0.3763
H: -17.812 26.948 0.201  -0.0951
H: -18.851 25.879 -0.685  0.3621
H: -16.247 26.232 -2.856  0.2589
C: -16.117 27.961 2.670  0.7658
O: -16.418 26.595 2.555  -0.5410
H: -16.562 28.361 3.581  -0.1012
H: -15.040 28.137 2.696  -0.2405
H: -16.556 28.498 1.828  -0.0307
H: -16.254 26.264 1.665  0.5160

Forces on atoms 1 to 6 (eV/Å):
C -0.4 -0.2 0.3
O 0.1 0.1 -0.1
C 0.5 0.1 0.6
C -0.4 0.2 0.6
N 0.5 -1.2 0.4
C -1.0 -0.2 -0.4

Calculated values
- LUMO energy: 0.4 eV